Entry 1:
DFT (ωB97M-V with the def2-TZVPD basis set) results for C21H43N4NaOSSi4 as an isolated structure.

XYZ file:
```
75
Properties=species:S:1:pos:R:3:forces:R:3:lowdin_charge:R:1
Na -1.704292 -1.034936 0.041255 0.5 0.0 0.1 0.124
C -1.258084 0.513098 5.403508 0.0 0.0 0.0 -0.038
N -1.195124 1.436214 4.286866 0.0 0.0 0.0 -0.125
C -0.670701 2.715070 4.321655 0.0 -0.1 0.2 -0.046
C -0.741201 3.212887 3.084471 0.0 0.0 -0.2 -0.048
N -1.306429 2.226226 2.273651 0.0 0.0 0.0 0.027
C -1.595377 1.112288 3.031156 0.0 0.2 0.0 -0.730
S -2.362375 -0.318675 2.626037 -0.1 -0.1 0.1 0.680
C -1.559261 2.432237 0.892570 -0.1 0.0 0.1 -0.267
C -1.843301 3.718996 0.446656 0.0 0.1 0.1 0.002
C -1.997321 3.924592 -0.910731 0.1 0.0 0.0 -0.047
C -1.854777 2.850888 -1.774501 0.0 0.0 0.0 -0.050
C -1.610338 1.609070 -1.220279 0.0 -0.1 0.0 -0.142
N -1.475520 1.391991 0.089041 -0.1 0.1 -0.2 0.117
H -1.113975 1.070853 6.325526 0.0 0.0 0.0 0.092
H -0.487011 -0.250532 5.304915 0.0 0.0 0.0 0.098
H -2.227336 0.022190 5.410656 0.0 0.0 0.0 0.067
H -0.274029 3.148146 5.222910 0.0 0.0 0.0 0.128
H -0.397293 4.151340 2.691397 0.0 0.0 0.0 0.122
H -1.948287 4.535343 1.147017 0.0 0.0 0.0 0.111
H -2.218259 4.914541 -1.288392 0.0 0.0 0.0 0.113
H -1.920986 2.975456 -2.846408 0.0 0.0 0.0 0.112
H -1.486982 0.734537 -1.854587 0.0 0.1 0.0 0.103
C 1.499978 -2.051617 -3.705544 0.0 -0.1 0.0 -0.241
Si 2.267590 -0.739632 -2.575918 0.0 0.0 -0.2 0.262
C 4.129080 -0.860056 -2.875020 0.1 0.0 0.2 -0.224
C 1.730812 0.932172 -3.294366 0.0 0.1 0.1 -0.232
Si 1.419729 -0.953073 -0.424051 -0.4 -0.1 -0.1 0.372
Si 2.277751 -2.919765 0.469470 -0.1 -0.2 0.1 0.264
C 4.136280 -3.244957 0.571220 0.1 0.2 -0.1 -0.223
C 1.640029 -3.086380 2.247189 0.0 0.1 0.1 -0.236
C 1.557947 -4.395370 -0.474427 0.0 0.0 -0.1 -0.239
Si 2.424109 0.733260 0.815474 0.1 0.1 0.2 0.291
C 4.311487 0.788984 0.911894 0.1 -0.1 -0.1 -0.223
C 1.855385 0.608359 2.627574 -0.1 -0.1 0.1 -0.228
C 1.918249 2.471499 0.219243 -0.1 0.0 -0.1 -0.223
H 1.724702 -1.861523 -4.760528 0.0 0.0 0.1 0.023
H 0.412664 -2.084906 -3.587661 0.0 0.0 0.0 0.013
H 1.884696 -3.045521 -3.456102 0.0 0.0 0.0 0.008
H 4.377333 -0.782622 -3.938262 0.0 0.0 0.0 0.023
H 4.513159 -1.816174 -2.506230 0.0 0.1 0.0 0.012
H 4.665270 -0.068589 -2.342479 0.0 0.0 0.0 0.011
H 2.120777 1.090785 -4.304964 0.0 0.0 0.0 0.024
H 2.081899 1.756156 -2.664838 0.0 0.0 -0.1 0.006
H 0.638004 0.998178 -3.337006 0.1 0.0 0.0 0.003
H 4.632466 -2.491518 1.190230 0.0 -0.1 0.0 0.008
H 4.597325 -3.204042 -0.420350 0.0 0.0 0.1 0.012
H 4.346835 -4.228563 1.002192 -0.1 0.0 0.0 0.024
H 2.093967 -2.328441 2.893579 0.0 -0.1 0.0 0.006
H 1.866127 -4.069891 2.672863 0.0 0.0 0.0 0.024
H 0.556312 -2.938405 2.285915 0.0 0.0 0.0 0.012
H 1.928848 -4.420090 -1.503899 0.0 0.0 0.1 0.007
H 0.467073 -4.328901 -0.522594 0.0 0.0 0.0 0.014
H 1.821355 -5.346625 -0.000045 0.0 0.1 0.0 0.023
H 4.702910 -0.146714 1.321625 0.0 0.1 0.0 0.008
H 4.662256 1.610722 1.546070 0.0 0.0 0.0 0.026
H 4.750566 0.916350 -0.082174 0.0 0.0 0.1 0.011
H 2.544455 -0.015689 3.206135 0.0 0.0 0.0 0.022
H 0.867447 0.140773 2.689999 0.0 0.0 0.0 -0.002
H 1.808164 1.589337 3.112038 0.0 0.0 0.0 0.015
H 2.629108 2.853178 -0.520143 0.0 0.0 0.0 0.020
H 1.886009 3.188656 1.048071 0.1 0.0 0.0 0.018
H 0.933925 2.457891 -0.257807 0.1 0.0 0.0 -0.008
C -6.811847 -1.163812 -2.662080 0.0 0.0 0.0 -0.044
N -5.573454 -0.740774 -2.035471 0.0 0.0 -0.1 -0.179
C -5.033594 0.574232 -2.352190 0.0 0.0 0.1 -0.025
C -4.847455 -1.562752 -1.273209 0.0 0.1 0.1 -0.295
O -3.751756 -1.270256 -0.811145 0.0 -0.1 -0.1 -0.036
H -7.640722 -0.526309 -2.351845 0.0 0.0 0.0 0.092
H -7.035263 -2.190005 -2.376542 0.0 0.0 0.0 0.087
H -6.724983 -1.121234 -3.748850 0.0 0.0 0.0 0.094
H -5.798798 1.156995 -2.858959 0.0 0.0 0.0 0.091
H -4.155617 0.490001 -2.995428 0.0 0.0 0.0 0.096
H -4.734641 1.086129 -1.438059 0.0 0.0 0.0 0.092
H -5.325679 -2.531241 -1.077013 0.0 0.0 0.0 0.146
```
Forces are in eV/Å.

The calculated total energy comes out at -2838.8305 Ha. The LUMO energy comes out at -0.003 hartree. The HOMO energy comes out at -5.7 eV.



Entry 2:
DFT (ωB97M-V with the def2-TZVPD basis set) results for C21H44AlN2OPS as an isolated structure.

XYZ file:
```
71
Properties=species:S:1:pos:R:3:forces:R:3:lowdin_charge:R:1
C 2.134778 -0.303774 7.454069 -0.1 0.1 0.0 -0.233
C 1.907433 1.008931 6.680639 0.1 -0.5 -0.4 -0.367
Al 1.265451 0.671909 4.812925 -0.5 0.4 0.4 0.178
C 1.034297 2.382781 3.777504 0.3 -0.3 -0.1 -0.279
C 1.977135 2.673482 2.589929 -0.4 0.0 -0.2 -0.280
C 1.249154 2.575496 1.234957 -0.1 -0.2 0.0 -0.212
C 1.877406 1.719650 0.132596 0.3 0.0 0.2 -0.217
C 0.802671 0.985716 -0.655168 0.1 0.1 -0.1 -0.229
C 1.246192 0.350229 -1.981324 -0.1 -0.2 0.2 -0.204
C 1.285239 -1.180617 -1.946264 0.1 0.1 -0.2 -0.200
C -0.037186 -1.849251 -2.328671 -0.1 -0.1 0.3 -0.207
C -1.295782 -1.308094 -1.647774 -0.1 -0.1 -0.2 -0.223
C -1.546707 -1.930788 -0.285944 0.0 0.0 -0.1 -0.199
C -2.833537 -1.490917 0.398975 0.0 -0.1 0.0 -0.168
C -3.098842 0.001251 0.285006 0.2 0.2 0.1 -0.144
N -3.893859 0.546919 1.365339 -0.3 -0.1 0.1 -0.112
C -4.855831 1.508409 1.217121 0.1 -0.1 -0.4 -0.118
C -5.359033 1.807888 2.441833 -0.4 0.4 0.3 -0.117
C -4.681048 1.014310 3.386671 -0.1 0.1 0.2 -0.099
C -3.790191 0.254839 2.696471 0.5 -0.4 -0.1 -0.095
P 3.009835 -0.719622 3.859106 -0.4 -0.1 -0.5 0.188
S 2.495832 -1.685134 2.168075 0.0 0.0 -0.2 -0.148
H 1.733926 -0.266774 8.464344 0.0 0.0 0.2 0.047
H 3.193124 -0.536413 7.536099 0.2 -0.1 0.0 0.050
H 1.664797 -1.162268 6.973561 -0.1 -0.1 -0.1 0.031
H 1.163382 1.618121 7.187831 -0.1 0.2 0.1 0.031
H 2.839815 1.570147 6.636795 0.1 0.3 0.2 0.031
H -0.068856 -0.245818 4.858875 0.1 -0.1 -0.1 -0.075
H 1.142857 3.154891 4.539422 0.0 0.2 0.1 0.037
H 0.004384 2.447405 3.430673 -0.2 0.1 0.0 0.029
H 2.386059 3.676629 2.686924 0.3 0.1 0.0 0.089
H 2.807872 1.970685 2.582682 0.3 0.0 0.0 0.057
H 1.063439 3.576004 0.848083 -0.1 0.2 -0.1 0.106
H 0.270146 2.138406 1.423588 -0.2 0.0 0.1 0.088
H 2.530864 0.986965 0.603226 0.1 -0.2 0.0 0.076
H 2.497303 2.315604 -0.538409 0.1 0.2 -0.1 0.103
H -0.021193 1.678686 -0.829565 -0.2 0.1 -0.1 0.106
H 0.434302 0.199122 -0.003164 -0.2 -0.1 0.2 0.090
H 2.227743 0.728613 -2.257684 0.2 0.1 0.0 0.098
H 0.547125 0.647207 -2.768304 0.0 0.1 -0.2 0.093
H 1.613830 -1.515447 -0.966197 0.0 0.0 0.3 0.094
H 2.046549 -1.530147 -2.644973 0.1 -0.1 -0.1 0.091
H -0.166364 -1.815015 -3.413150 0.0 0.2 -0.2 0.070
H 0.032860 -2.906901 -2.074030 0.1 -0.2 -0.1 0.110
H -2.163216 -1.516880 -2.280497 -0.1 -0.1 -0.1 0.112
H -1.240083 -0.227938 -1.577129 0.0 0.3 0.0 0.079
H -1.591702 -3.007511 -0.441822 0.1 -0.2 0.2 0.113
H -0.713073 -1.746474 0.380935 0.4 0.1 0.1 0.108
H -2.761852 -1.752279 1.448096 0.0 -0.2 0.1 0.099
H -3.668545 -2.053856 -0.014557 -0.2 0.0 0.0 0.114
H -3.640764 0.215863 -0.631213 0.0 0.1 -0.2 0.121
H -2.152670 0.538243 0.234082 0.2 0.1 0.1 0.115
H -5.115663 1.901928 0.253363 0.0 0.0 -0.2 0.105
H -6.125998 2.530896 2.644308 -0.1 0.1 0.0 0.086
H -4.817642 1.018674 4.449653 0.0 0.0 0.2 0.091
H -3.066498 -0.446660 3.063362 0.1 -0.1 0.0 0.114
H 3.508360 -1.643466 4.795092 0.1 0.0 0.1 -0.104
H 4.200203 -0.001395 3.636062 0.2 0.0 0.1 -0.104
C -0.524961 -2.456902 -6.749427 0.0 0.0 0.0 0.041
C 0.687594 -1.718454 -6.309652 -0.3 0.0 0.2 -0.396
O 1.422466 -1.925649 -5.420059 0.3 -0.1 0.0 0.212
N 1.024559 -0.450133 -7.145050 0.2 -0.1 -0.1 0.086
C 2.011874 -0.761665 -8.240468 -0.1 0.1 0.1 0.029
H -0.763853 -3.180518 -5.975888 0.0 -0.1 0.0 0.112
H -1.368807 -1.780770 -6.895008 0.0 0.0 0.0 0.106
H -0.333417 -2.977187 -7.690326 0.0 0.0 0.0 0.107
H 0.186408 -0.015826 -7.531668 0.0 0.0 0.0 0.175
H 1.457466 0.188013 -6.471758 -0.1 0.1 0.0 0.185
H 2.153802 0.129282 -8.843815 0.0 0.0 0.0 0.108
H 1.614999 -1.567181 -8.850442 0.0 0.0 0.0 0.105
H 2.943640 -1.055469 -7.768870 0.0 -0.1 0.0 0.113
```
Forces are in eV/Å.

The calculated total energy comes out at -1993.1280 Ha. The LUMO energy comes out at -0.088 hartree. The HOMO energy comes out at -5.7 eV. Its relative energy (zero: lowest compared OMol25 entry of this formula, charge and spin) is 0.0 kcal/mol.



Entry 3:
DFT (ωB97M-V with the def2-TZVPD basis set) results for C21H44AsBrF3I2O2PdSi as an isolated structure.

XYZ file:
```
76
Properties=species:S:1:pos:R:3:forces:R:3:mulliken_spin:R:1
Pd -1.160495 -1.580356 -0.809879 -0.1 -0.2 -0.1 1.217
I -2.198378 -3.658075 0.790042 0.1 0.0 0.0 0.100
C -0.265041 -4.278351 1.477020 0.0 0.0 -0.1 -0.002
I 1.205088 -4.192211 -0.037286 0.0 0.0 0.1 0.009
H -0.374954 -5.297428 1.823853 0.0 0.0 0.0 0.004
H 0.003681 -3.606144 2.281537 0.0 0.0 0.0 0.000
F 0.177779 -1.529976 -5.330980 0.0 0.0 0.0 0.000
C 0.949240 -1.275056 -4.265371 0.0 0.0 0.0 0.004
F 1.494983 -0.072947 -4.415057 0.0 0.0 0.0 0.001
F 1.921060 -2.186698 -4.218394 0.0 0.0 0.0 0.000
C 0.088820 -1.350176 -2.987050 -0.1 0.0 0.0 0.004
O -0.116406 -0.315314 -2.308048 0.2 -0.1 -0.2 0.123
O -0.391700 -2.470173 -2.682169 0.2 0.1 -0.1 0.122
C -5.485168 -2.783663 -1.331456 0.0 0.0 0.0 0.002
C -4.937089 -1.373663 -1.138912 0.0 0.0 -0.1 0.027
As -3.245238 -1.008210 -2.048877 -0.1 0.1 0.1 0.273
C -3.246416 0.928001 -2.231738 0.0 -0.1 0.1 0.019
C -3.406421 1.608643 -0.875021 0.0 0.0 -0.1 -0.019
C -3.372334 -1.671273 -3.877563 0.0 0.0 0.1 0.022
C -3.218146 -3.179468 -4.043529 0.0 0.0 0.0 0.002
H -6.384381 -2.918211 -0.730907 0.0 0.0 0.0 0.001
H -4.768202 -3.551191 -1.032512 0.0 0.0 0.0 0.001
H -5.753721 -2.967059 -2.370446 0.0 0.0 0.0 0.000
H -4.763372 -1.157839 -0.084386 0.0 0.0 0.0 -0.002
H -5.645377 -0.627346 -1.504047 0.0 0.0 0.0 0.010
H -4.051682 1.196509 -2.915808 -0.1 0.0 0.0 0.009
H -2.300994 1.190828 -2.703019 0.1 0.0 0.0 0.005
H -4.396206 1.433424 -0.452624 0.0 0.0 0.0 0.001
H -3.273027 2.685992 -0.968890 0.0 0.0 0.0 0.001
H -2.664840 1.243266 -0.162054 0.0 0.0 0.0 0.016
H -2.598514 -1.137196 -4.430598 0.0 0.0 0.0 0.002
H -4.333728 -1.315733 -4.253592 0.0 0.0 0.0 0.005
H -2.269242 -3.524315 -3.637408 0.0 0.0 0.0 -0.002
H -3.239448 -3.430905 -5.104334 0.0 0.0 0.0 0.000
H -4.023510 -3.727598 -3.558689 0.0 0.0 0.0 -0.002
C 3.353966 -0.974821 2.782978 0.0 0.0 0.0 0.000
C 2.550758 0.280542 3.159177 0.0 0.0 -0.1 0.008
C 3.511243 1.317936 3.774850 0.0 0.0 0.0 0.002
C 1.549170 -0.150756 4.244120 0.0 0.0 0.0 0.002
Si 1.723380 1.062387 1.617432 0.1 -0.1 0.0 -0.014
Br -0.083979 -0.479796 1.352599 -0.1 0.1 0.2 0.033
C 2.755976 0.971891 0.012568 0.0 0.0 0.0 0.003
C 2.857766 -0.461440 -0.534434 0.0 0.0 0.0 0.000
C 4.174516 1.498680 0.304996 0.0 0.0 0.0 0.001
C 2.157607 1.839066 -1.104431 0.0 0.0 0.0 0.003
C 0.830609 2.723184 1.912246 0.0 0.0 0.0 0.003
C 0.113352 2.730883 3.270412 0.0 0.0 0.0 0.003
C -0.221559 3.019103 0.830912 -0.1 0.0 0.0 -0.002
C 1.870506 3.860291 1.905306 0.0 0.0 0.0 0.000
H 3.755060 -1.419457 3.699376 0.0 0.0 0.0 0.000
H 4.199970 -0.759101 2.131050 0.0 0.0 0.0 0.000
H 2.727203 -1.729089 2.297335 0.0 0.0 0.0 0.001
H 4.094425 0.833748 4.564062 0.0 0.0 0.0 0.000
H 2.970981 2.148076 4.234662 0.0 0.0 0.0 0.000
H 4.219032 1.729745 3.051844 0.0 0.0 0.0 0.000
H 2.114429 -0.440219 5.135876 0.0 0.0 0.0 0.000
H 0.966389 -1.019309 3.930501 0.0 0.1 0.0 0.000
H 0.854259 0.634253 4.535275 0.0 -0.1 0.0 0.000
H 3.302430 -1.163590 0.169274 0.0 0.0 0.0 0.001
H 3.485286 -0.448223 -1.432939 0.0 0.0 0.0 0.000
H 1.876326 -0.847525 -0.821000 0.1 0.0 0.0 0.004
H 4.721079 0.872036 1.011186 0.0 0.0 -0.1 0.000
H 4.168354 2.522105 0.689771 0.0 -0.1 0.0 0.000
H 4.741714 1.506630 -0.631656 0.0 0.0 0.0 0.000
H 1.134549 1.551766 -1.348162 0.0 0.0 0.0 -0.003
H 2.758487 1.698863 -2.009526 0.0 0.0 0.0 0.000
H 2.182585 2.903556 -0.864447 0.0 -0.1 0.0 0.000
H -0.630171 1.932255 3.347596 0.0 0.1 0.0 -0.001
H -0.411999 3.684545 3.384106 0.0 0.0 0.0 0.000
H 0.807152 2.642337 4.106712 0.0 0.0 0.0 0.000
H -0.919293 2.188514 0.703261 0.0 0.1 0.0 0.003
H 0.220214 3.243901 -0.136069 0.0 0.0 0.0 0.000
H -0.802257 3.895345 1.139103 0.0 0.0 0.0 0.000
H 2.615537 3.747828 2.695486 0.0 0.0 0.0 0.000
H 1.353398 4.809740 2.077141 0.0 0.0 0.0 0.000
H 2.394931 3.944031 0.949645 -0.1 0.0 0.1 0.000
```
Forces are in eV/Å.

The multiplicity is 3. The calculated total energy comes out at -7099.0406 Ha. The LUMO energy (alpha / beta) comes out at -0.117 / -0.181 hartree. The net charge is +1. The HOMO energy (alpha / beta) comes out at -11.4 / -12.2 eV. Its relative energy (zero: lowest compared OMol25 entry of this formula, charge and spin) is 0.0 kcal/mol.